C46H60As2N3O2PSW | the ωB97M-V functional and the def2-TZVPD basis

Results
Highest occupied orbital energy = -12.2899 eV
Total charge = +2
E = -200858.767 eV
Energy relative to the best compared isomer or geometry (same formula, charge and spin) = 1.034 eV

Atoms and positions in Å:
W  0.463  -0.113  -0.222
C  -1.686  -2.377  1.811
C  -1.301  -1.186  2.684
As  0.526  -0.656  2.248
C  1.470  -2.309  2.572
C  1.323  -2.934  3.809
C  1.963  -4.138  4.053
C  2.749  -4.721  3.066
C  2.903  -4.097  1.838
C  2.266  -2.888  1.590
C  1.150  0.575  3.582
C  2.349  1.234  3.331
C  2.859  2.110  4.278
C  2.170  2.329  5.464
C  0.976  1.666  5.713
C  0.466  0.780  4.774
As  -1.102  -2.190  -0.073
C  -2.778  -2.382  -1.024
C  -3.839  -1.533  -0.726
C  -5.062  -1.693  -1.359
C  -5.231  -2.709  -2.292
C  -4.178  -3.567  -2.580
C  -2.952  -3.409  -1.946
C  -0.196  -3.846  -0.467
C  -0.456  -5.009  0.250
C  0.200  -6.185  -0.084
C  1.106  -6.203  -1.135
C  1.353  -5.046  -1.862
C  0.701  -3.865  -1.532
H  -2.766  -2.527  1.808
H  -1.221  -3.284  2.195
H  -1.373  -1.452  3.739
H  -1.946  -0.322  2.508
H  0.723  -2.480  4.590
H  1.851  -4.621  5.015
H  3.248  -5.661  3.261
H  3.518  -4.547  1.071
H  2.387  -2.425  0.618
H  2.880  1.069  2.400
H  3.795  2.620  4.094
H  2.569  3.013  6.201
H  0.445  1.832  6.641
H  -0.466  0.267  4.977
H  -3.721  -0.750  0.015
H  -5.890  -1.041  -1.112
H  -6.191  -2.847  -2.772
H  -4.320  -4.380  -3.281
H  -2.143  -4.094  -2.161
H  -1.168  -5.018  1.065
H  0.000  -7.088  0.477
H  1.617  -7.122  -1.391
H  2.056  -5.063  -2.684
H  0.903  -2.960  -2.089
C  -0.745  3.371  -3.205
C  -0.167  3.682  -1.815
C  -0.170  5.212  -1.650
C  1.273  3.148  -1.825
P  -1.124  2.870  -0.423
N  -0.612  1.298  -0.227
C  -0.747  3.674  1.232
C  0.780  3.789  1.363
C  -1.394  5.053  1.410
C  -1.232  2.787  2.392
C  -2.949  2.792  -0.773
C  -3.687  2.325  0.489
C  -3.195  1.748  -1.870
C  -3.530  4.147  -1.203
H  -0.047  3.795  -3.930
H  -1.708  3.841  -3.384
H  -0.805  2.303  -3.400
H  0.310  5.630  -2.535
H  0.391  5.558  -0.786
H  -1.177  5.625  -1.605
H  1.840  3.754  -2.534
H  1.298  2.118  -2.184
H  1.779  3.189  -0.866
H  1.224  4.492  0.664
H  1.269  2.820  1.252
H  0.996  4.148  2.371
H  -1.113  5.778  0.651
H  -1.061  5.444  2.374
H  -2.480  4.990  1.453
H  -0.994  1.740  2.233
H  -2.295  2.886  2.584
H  -0.706  3.107  3.293
H  -3.223  1.448  0.944
H  -4.707  2.061  0.203
H  -3.759  3.113  1.235
H  -2.673  0.817  -1.651
H  -2.891  2.104  -2.850
H  -4.268  1.545  -1.904
H  -3.392  4.924  -0.453
H  -4.605  4.017  -1.342
H  -3.123  4.501  -2.146
O  2.451  0.716  -0.191
C  2.920  -0.240  -0.890
O  2.036  -1.096  -1.277
C  4.335  -0.386  -1.198
C  4.766  -1.469  -1.964
C  6.112  -1.603  -2.255
C  7.018  -0.662  -1.784
C  6.588  0.418  -1.021
C  5.245  0.559  -0.725
H  4.043  -2.188  -2.326
H  6.458  -2.437  -2.851
H  8.070  -0.769  -2.013
H  7.303  1.145  -0.660
H  4.891  1.394  -0.134
N  -2.498  -0.916  -4.024
C  -1.202  -1.216  -3.943
N  -0.805  -2.370  -4.491
S  -0.066  -0.160  -3.251
H  -3.187  -1.586  -4.329
H  -2.822  -0.074  -3.583
H  -1.418  -2.921  -5.071
H  0.184  -2.542  -4.551

Löwdin population analysis, charges in e, atoms 1 to 5: number 1, W, carries 1.04; number 2, C, carries -0.37; number 3, C, carries -0.39; number 4, As, carries 1.19; number 5, C, carries -0.36


C14H26AlBeCaCl9F7N3O13P3S | the ωB97M-V functional and the def2-TZVPD basis

Results
Highest occupied orbital energy = -8.6644 eV
Total charge = +1
E = -241877.783 eV

Atoms and positions in Å:
N  5.861  -4.646  0.353
C  5.249  -4.170  -0.540
O  4.833  -3.345  -1.408
O  3.946  -2.357  -0.686
P  3.808  -1.025  -1.638
O  3.200  -1.386  -2.902
O  3.002  -0.017  -0.798
P  1.373  -0.629  -0.473
N  1.099  -0.146  1.127
O  0.433  0.333  -1.303
O  5.283  -0.413  -1.946
S  6.361  -0.271  -0.748
O  6.439  -1.426  0.078
O  7.581  0.106  -1.348
C  5.868  1.165  0.346
F  5.165  0.744  1.366
F  7.015  1.623  0.798
F  5.271  2.126  -0.320
H  0.119  0.098  1.244
H  1.221  -0.976  1.698
H  -0.498  0.184  -1.020
C  7.697  4.579  1.004
C  8.448  5.939  1.387
O  7.753  6.550  2.207
H  6.737  4.714  0.512
H  8.392  4.069  0.336
H  7.549  3.970  1.891
H  8.771  6.498  0.489
H  9.449  5.330  1.756
Ca  5.286  -6.529  -0.451
C  -3.116  -0.713  -3.122
Cl  -2.399  -0.160  -1.592
Cl  -2.516  -2.321  -3.529
Cl  -4.860  -0.694  -3.009
H  -2.807  -0.021  -3.895
C  7.973  -10.725  -1.473
Cl  9.478  -10.004  -1.995
Cl  6.714  -9.438  -1.246
Cl  7.399  -11.912  -2.603
H  8.133  -11.194  -0.511
C  6.037  -10.638  -6.127
Cl  5.452  -12.098  -5.318
Cl  7.452  -9.951  -5.312
H  6.313  -10.890  -7.143
H  5.245  -9.901  -6.125
C  -9.088  4.136  -1.620
O  -8.048  3.211  -1.228
P  -7.652  3.074  0.355
O  -6.184  3.144  0.396
O  -8.220  1.572  0.502
C  -7.921  0.585  -0.479
O  -8.209  3.358  1.844
C  -7.737  4.544  2.508
H  -9.190  4.080  -2.699
H  -10.042  3.871  -1.160
H  -8.818  5.157  -1.345
H  -6.897  0.686  -0.841
H  -8.619  0.656  -1.312
H  -8.041  -0.387  -0.005
H  -7.777  5.415  1.854
H  -6.714  4.385  2.847
H  -8.391  4.710  3.360
N  -10.638  1.829  2.792
C  -10.582  1.233  4.019
C  -11.854  1.191  4.528
C  -12.713  1.783  3.564
C  -11.931  2.163  2.505
H  -9.847  1.997  2.193
H  -9.646  0.892  4.426
H  -12.138  0.781  5.483
H  -13.779  1.913  3.639
H  -12.185  2.643  1.575
F  11.010  2.725  3.731
Al  11.218  2.821  2.080
F  10.323  1.619  1.325
F  12.816  2.739  1.645
F  10.507  4.374  1.530
Cl  -3.146  2.441  -1.213
Be  -7.072  4.636  5.191

Löwdin population analysis, charges in e, atoms 1 to 5: number 1, N, carries 0.02; number 2, C, carries -0.50; number 3, O, carries 0.03; number 4, O, carries -0.15; number 5, P, carries 0.27


C44H42CdN4O3S3 | the ωB97M-V functional and the def2-TZVPD basis

Results
Highest occupied orbital energy = -12.3369 eV
Total charge = +2
E = -95470.620 eV

Atoms and positions in Å:
Cd  1.988  1.376  -1.093
C  1.513  -8.015  -0.312
C  1.473  -6.518  -0.388
C  0.437  -5.874  -1.068
C  0.392  -4.496  -1.167
C  1.405  -3.751  -0.573
C  2.455  -4.361  0.089
C  2.478  -5.744  0.184
S  1.312  -1.982  -0.680
O  0.631  -1.629  -1.956
C  0.280  -1.666  0.756
C  0.987  -1.734  1.980
C  0.314  -1.601  3.155
C  -1.086  -1.365  3.169
C  -1.790  -1.215  4.387
C  -3.130  -0.956  4.384
C  -3.824  -0.832  3.162
C  -3.170  -0.976  1.971
C  -1.782  -1.252  1.945
C  -1.072  -1.414  0.713
C  -1.831  -1.322  -0.575
C  -2.662  -2.398  -0.983
C  -2.782  -3.587  -0.213
C  -3.578  -4.608  -0.639
C  -4.296  -4.500  -1.854
C  -4.199  -3.374  -2.614
C  -3.379  -2.293  -2.200
C  -3.250  -1.125  -2.988
C  -2.442  -0.095  -2.600
C  -1.753  -0.211  -1.380
S  -0.673  1.143  -0.972
O  -0.768  2.113  -2.093
C  -1.388  1.782  0.507
C  -2.691  2.268  0.451
C  -3.268  2.767  1.602
C  -2.574  2.764  2.814
C  -3.220  3.250  4.076
C  -1.268  2.279  2.838
C  -0.667  1.793  1.687
H  0.508  -8.430  -0.253
H  2.080  -8.360  0.550
H  1.986  -8.427  -1.206
H  -0.348  -6.465  -1.523
H  -0.406  -4.000  -1.704
H  3.248  -3.770  0.532
H  3.291  -6.230  0.707
H  2.052  -1.935  1.980
H  0.839  -1.684  4.098
H  -1.249  -1.316  5.319
H  -3.667  -0.851  5.317
H  -4.886  -0.625  3.170
H  -3.715  -0.884  1.041
H  -2.228  -3.682  0.712
H  -3.663  -5.509  -0.048
H  -4.924  -5.320  -2.175
H  -4.744  -3.287  -3.544
H  -3.798  -1.061  -3.920
H  -2.315  0.786  -3.212
H  -3.244  2.258  -0.480
H  -4.283  3.142  1.569
H  -4.283  3.433  3.940
H  -2.760  4.179  4.418
H  -3.097  2.514  4.871
H  -0.724  2.256  3.774
H  0.340  1.388  1.736
N  5.580  -0.243  -2.824
C  4.849  -1.325  -3.271
C  3.563  -1.091  -2.903
N  3.497  0.114  -2.246
C  4.727  0.598  -2.216
C  4.972  1.903  -1.609
N  3.951  2.541  -1.072
C  4.419  3.768  -0.673
C  5.744  3.853  -0.969
N  6.083  2.658  -1.568
H  6.573  -0.123  -2.936
H  5.304  -2.137  -3.808
H  2.689  -1.686  -3.110
H  3.772  4.487  -0.207
H  6.464  4.636  -0.820
H  6.997  2.426  -1.920
C  -0.835  5.893  -2.389
C  0.480  5.450  -1.766
S  0.153  4.342  -0.383
O  1.372  3.407  -0.316
C  0.328  5.431  1.027
C  1.729  5.916  1.342
H  -0.632  6.440  -3.308
H  -1.393  6.554  -1.727
H  -1.459  5.032  -2.627
H  1.088  6.288  -1.426
H  1.080  4.850  -2.451
H  -0.100  4.866  1.857
H  -0.363  6.251  0.807
H  2.402  5.076  1.502
H  1.703  6.504  2.257
H  2.133  6.555  0.555

Löwdin population analysis, charges in e, atoms 1 to 5: number 1, Cd, carries 1.42; number 2, C, carries -0.04; number 3, C, carries -0.25; number 4, C, carries -0.01; number 5, C, carries -0.05


C2H2Cl6 | the ωB97M-V functional and the def2-TZVPD basis

Results
SMILES string = ClC(Cl)Cl.ClC(Cl)Cl
Highest occupied orbital energy = -11.2443 eV
E = -77240.449 eV
Energy relative to the best compared isomer or geometry (same formula, charge and spin) = 0.384 eV

Atoms and positions in Å:
Cl  0.478  -1.963  -2.013
C  0.293  -1.792  -3.812
Cl  -0.322  -0.225  -4.252
Cl  -0.925  -3.044  -4.480
H  1.276  -1.936  -4.260
Cl  -1.023  3.245  3.270
C  -0.129  1.763  3.668
Cl  -1.175  0.347  4.106
Cl  1.083  2.097  4.995
H  0.445  1.507  2.778

natural (NBO) population analysis, charges in e, atoms 1 to 5: number 1, Cl, carries 0.00; number 2, C, carries -0.24; number 3, Cl, carries 0.05; number 4, Cl, carries -0.03; number 5, H, carries 0.23